A 2-piece molecular cluster, C9H15N5S overall in a non-equilibrium geometry. Source: OMol25; level of theory: wB97M-V/def2-TZVPD.

Summary:
Gap between HOMO and LUMO (spin up / spin down) ... 4.4 / 4.5 eV
Charge ... 0
Energy relative to the best compared isomer or geometry (same formula, charge and spin) ... 3.217 eV
Highest occupied orbital energy (spin up / spin down) ... -0.263 / -0.266 Eh
Spin multiplicity ... 1
Total energy ... -1023.7009 a.u.
F_max ... 3.85 eV Å⁻¹
Molecular weight ... 225.32 g/mol

Each line ends with the Mulliken charge.
Atoms and positions in Å:
C  -1.085  1.406  -0.037  0.146
C  0.801  0.634  0.422  0.504
C  -3.240  1.019  0.498  -0.415
C  -2.362  1.950  -0.246  0.465
C  -0.943  -3.682  0.847  -1.346
C  3.089  1.796  0.249  -1.362
C  2.556  -0.220  -1.039  -1.594
C  -0.516  -2.695  -0.254  -0.021
C  2.330  0.452  0.348  0.710
N  0.225  1.566  -0.284  -0.681
N  0.018  -0.158  1.191  -1.177
N  -1.206  0.296  0.778  1.182
N  -2.546  0.077  1.053  -0.819
N  -2.595  3.069  -0.984  -0.472
S  -1.855  -1.994  -1.175  -0.183
H  -4.320  1.007  0.530  0.412
H  -0.038  -4.074  1.255  0.340
H  -1.763  -3.412  1.434  0.376
H  -1.388  -4.510  0.360  0.433
H  2.203  2.481  0.081  0.333
H  3.716  1.931  -0.682  0.287
H  3.662  2.114  1.052  0.331
H  2.197  0.426  -1.851  0.386
H  2.172  -1.214  -0.980  0.312
H  3.602  -0.253  -1.134  0.506
H  0.008  -3.184  -1.097  0.412
H  -0.119  -1.842  0.338  -0.119
H  2.731  -0.136  1.180  0.498
H  -1.786  3.755  -1.019  0.287
H  -3.547  3.396  -0.834  0.269

---

A 2-piece molecular cluster, C9H15N6 overall in a non-equilibrium geometry. Source: OMol25; level of theory: wB97M-V/def2-TZVPD.

Summary:
Gap between HOMO and LUMO (spin up / spin down) ... 6.2 / 7.9 eV
Charge ... +1
Energy relative to the best compared isomer or geometry (same formula, charge and spin) ... 0.000 eV
Highest occupied orbital energy (spin up / spin down) ... -0.340 / -0.462 Eh
Spin multiplicity ... 3
Total energy ... -680.0898 a.u.
F_max ... 4.31 eV Å⁻¹
Molecular weight ... 207.26 g/mol
Expectation value of S² ... 2.0216

Each line ends with the Mulliken charge.
Atoms and positions in Å:
C  1.822  -3.021  1.769  -0.873
C  1.879  -1.922  2.599  -0.236
C  1.193  -2.536  0.581  0.130
C  -0.045  0.517  -2.069  0.445
C  0.657  2.219  -0.341  0.487
C  0.454  1.915  -1.822  -0.815
C  0.350  -0.236  0.055  -0.389
C  -2.748  -1.120  0.469  -0.768
C  -1.864  -0.088  0.927  -0.416
N  1.402  -0.819  2.024  -1.079
N  -0.074  -0.442  -1.235  -0.357
N  0.967  -1.217  0.810  0.751
N  0.660  1.150  0.423  0.043
N  -0.449  0.213  -3.312  -0.457
N  0.715  3.453  0.143  -0.396
H  2.111  -4.004  2.114  0.386
H  2.452  -1.648  3.440  0.444
H  0.819  -3.067  -0.297  0.433
H  1.510  2.057  -2.221  0.305
H  -0.121  2.669  -2.288  0.601
H  -2.120  -2.025  0.236  0.198
H  -3.264  -0.849  -0.460  0.256
H  -3.681  -1.342  1.164  0.298
H  -1.526  -0.079  1.999  0.350
H  -1.935  0.853  0.339  0.241
H  0.868  1.199  1.506  0.363
H  -0.964  1.050  -3.783  0.290
H  -0.879  -0.750  -3.368  0.300
H  0.619  4.205  -0.453  0.214
H  1.191  3.663  1.050  0.252